C4H8ClNS | ωB97M-V/def2-TZVPD

CARTESIAN COORDINATES (ANGSTROEM)
C (0.363, -0.859, 0.287)
C (-1.087, -0.994, 0.723)
C (0.420, 0.398, -0.584)
C (1.730, 1.092, -0.531)
N (-0.613, 1.353, -0.070)
S (-1.828, 0.665, 0.640)
Cl (-4.122, -0.413, 0.111)
H (0.903, -0.649, 1.148)
H (0.723, -1.669, -0.212)
H (-1.541, -1.523, -0.112)
H (-1.120, -1.565, 1.735)
H (0.174, 0.157, -1.539)
H (2.444, 0.460, -0.811)
H (1.890, 1.625, 0.377)
H (1.665, 1.920, -1.160)

Summary:
F_max ... 4.3 eV Å⁻¹
Energy ... -1070.193574 hartree
Spin multiplicity ... 3
Orbital gap (spin up / spin down) ... 8.60 / 6.57 eV
LUMO level (spin up / spin down) ... 0.917 / -3.532 eV
<S²> ... 2.008
Total charge ... 0
HOMO (spin up / spin down) ... -7.68 / -10.10 eV

***

C4H12 | ωB97M-V/def2-TZVPD

CARTESIAN COORDINATES (ANGSTROEM)
C (1.318, 1.625, -1.474)
C (0.275, 0.619, -2.060)
H (2.318, 1.184, -1.538)
H (1.279, 2.604, -2.031)
H (1.195, 1.817, -0.397)
H (-0.707, 1.085, -1.974)
H (0.181, -0.393, -1.468)
H (0.217, 0.448, -3.159)
C (-0.418, -0.485, 1.842)
C (-1.152, -1.827, 1.705)
H (-0.323, 0.011, 0.813)
H (-1.098, 0.302, 2.315)
H (0.530, -0.554, 2.368)
H (-2.063, -1.661, 1.213)
H (-0.525, -2.475, 1.025)
H (-1.025, -2.300, 2.821)

Summary:
F_max ... 4.1 eV Å⁻¹
Energy ... -159.128832 hartree
Spin multiplicity ... 2
Orbital gap (spin up / spin down) ... 11.59 / 3.37 eV
LUMO level (spin up / spin down) ... -3.484 / -11.643 eV
<S²> ... 0.753
Total charge ... +1
HOMO (spin up / spin down) ... -15.08 / -15.02 eV

***

C8H16O4Sm | ωB97M-V/def2-TZVPD

CARTESIAN COORDINATES (ANGSTROEM)
C (-0.120, -1.634, 2.546)
H (-0.911, -2.300, 2.177)
H (0.392, -2.038, 3.424)
O (-1.948, 1.643, -0.498)
C (-2.678, 1.856, 0.662)
C (-1.850, 1.562, 1.908)
O (-1.212, 0.286, 1.673)
C (-0.547, -0.296, 2.721)
Sm (-0.684, 0.244, -0.522)
H (-3.579, 1.210, 0.688)
H (-3.029, 2.902, 0.753)
H (-2.470, 1.490, 2.811)
H (-1.057, 2.309, 2.061)
H (-0.083, 0.408, 3.416)
C (1.151, -1.972, 1.021)
O (0.930, -1.257, -0.170)
C (2.095, -1.068, -0.985)
C (1.646, -0.606, -2.347)
O (0.705, 0.444, -2.141)
C (0.379, 1.189, -3.312)
H (2.024, -1.539, 1.520)
H (2.651, -2.010, -1.073)
H (2.720, -0.306, -0.497)
H (1.175, -1.418, -2.921)
H (2.513, -0.232, -2.909)
H (-0.504, 1.792, -3.081)
H (1.219, 1.850, -3.564)
H (0.161, 0.503, -4.142)
H (0.915, -3.014, 0.783)

Summary:
F_max ... 6.6 eV Å⁻¹
Energy ... -1272.918640 hartree
Spin multiplicity ... 8
Orbital gap (spin up / spin down) ... 5.90 / 9.09 eV
LUMO level (spin up / spin down) ... -2.492 / -3.507 eV
<S²> ... 15.779
Total charge ... +1
HOMO (spin up / spin down) ... -8.40 / -12.59 eV

***

What is the spin multiplicity in the second record?
2

***

Which formula does entry 3 have?
C8H16O4Sm